{"formula": "C32H39AsBrN3O7PtSe", "method": "ωB97M-V/def2-TZVPD", "de_lowest_kj_mol": 308.8, "charge": 0, "total_energy_ev": -252090.3854, "homo_energy_ev": -6.16, "symbols": ["Pt", "O", "C", "O", "C", "C", "C", "C", "C", "C", "N", "O", "O", "H", "H", "H", "H", "C", "C", "C", "C", "N", "C", "Se", "N", "C", "C", "C", "C", "C", "C", "C", "C", "C", "C", "H", "H", "H", "H", "H", "H", "H", "H", "H", "H", "H", "H", "H", "H", "H", "H", "H", "H", "H", "H", "H", "H", "Br", "C", "C", "C", "C", "C", "C", "C", "O", "O", "H", "H", "H", "H", "C", "As", "C", "C", "O", "H", "H", "H", "H", "H", "H", "H", "H", "H"], "coordinates": [[0.50873, 0.79686, 0.90883], [-1.91189, 3.86081, -2.42532], [-0.87048, 3.48835, -1.95630], [-0.67140, 3.01679, -0.72482], [0.39974, 3.53869, -2.78538], [0.36289, 4.23313, -3.98771], [1.43712, 4.18904, -4.86437], [2.56091, 3.43918, -4.55042], [2.58125, 2.76968, -3.34595], [1.52587, 2.80167, -2.45859], [3.78839, 1.97269, -2.99180], [4.69261, 1.92517, -3.79758], [3.80641, 1.43150, -1.90926], [-0.53125, 4.79758, -4.22477], [1.39597, 4.72587, -5.80297], [3.40565, 3.36478, -5.22125], [1.56301, 2.21880, -1.55777], [4.90604, -3.59284, 0.47886], [4.26684, -2.20422, 0.44344], [2.80454, -2.18914, 0.00243], [1.91652, -3.02161, 0.91057], [0.51967, -3.04330, 0.46668], [-0.50852, -2.32908, 0.95386], [-0.41817, -1.00040, 2.29759], [-1.62724, -2.71709, 0.33485], [-2.99342, -2.22481, 0.57099], [-3.80316, -3.17794, 1.44885], [-3.41211, -3.15840, 2.92599], [-3.87932, -1.89426, 3.64665], [-1.31625, -3.70317, -0.59413], [-2.10660, -4.38540, -1.50746], [-1.46452, -5.29118, -2.32732], [-0.07892, -5.51386, -2.23377], [0.70146, -4.82225, -1.32808], [0.04477, -3.90751, -0.51287], [5.97966, -3.52323, 0.66294], [4.76682, -4.10781, -0.47684], [4.48624, -4.22170, 1.26687], [4.82470, -1.57519, -0.25093], [4.34599, -1.73854, 1.43263], [2.71664, -2.54535, -1.02923], [2.44124, -1.16884, 0.00677], [1.92976, -2.63912, 1.92838], [2.25142, -4.05737, 0.92946], [-3.45115, -2.10758, -0.40852], [-2.90938, -1.23407, 1.00897], [-3.68520, -4.19079, 1.05207], [-4.85831, -2.91065, 1.34570], [-2.32428, -3.25466, 3.01793], [-3.84106, -4.03498, 3.41734], [-3.43111, -0.99433, 3.21807], [-3.60078, -1.92246, 4.70396], [-4.96669, -1.79312, 3.58744], [-3.16880, -4.19592, -1.59526], [-2.03724, -5.82990, -3.07183], [0.38885, -6.22701, -2.90072], [1.77303, -4.97359, -1.26862], [-5.56419, 4.26007, 0.54821], [-4.24353, 2.98456, 0.03177], [-2.97485, 3.17445, 0.46257], [-1.90536, 2.25572, 0.09470], [-2.36735, 1.05447, -0.62735], [-3.69496, 0.97656, -1.07191], [-4.65665, 1.90726, -0.76528], [-1.45979, -0.02705, -1.03660], [-1.81768, -0.97045, -1.72421], [-0.14523, 0.00153, -0.68809], [-2.71840, 4.04436, 1.05586], [-1.29247, 2.02347, 0.98215], [-3.95280, 0.12165, -1.68920], [-5.67210, 1.83129, -1.12514], [3.26718, 3.45783, 1.27485], [1.81600, 3.16474, 2.47496], [2.36574, 3.75992, 4.19444], [0.29648, 4.17553, 1.93358], [1.44038, 1.51642, 2.59588], [3.32503, 4.51074, 1.00264], [3.11367, 2.84651, 0.38809], [4.18444, 3.14836, 1.77001], [2.81724, 4.74952, 4.12428], [3.09381, 3.04634, 4.57334], [1.50429, 3.78522, 4.85632], [0.37585, 5.19431, 2.31231], [-0.58088, 3.68298, 2.34622], [0.22066, 4.17577, 0.84732]], "atomic_forces_ev_per_a": [[0.09, -0.53, 1.04], [-0.36, -0.02, -0.05], [0.53, -0.12, 0.70], [0.48, 0.23, -0.71], [-0.23, -0.23, -0.04], [0.02, 0.16, -0.11], [0.00, 0.01, 0.02], [0.08, 0.11, -0.22], [0.33, -0.19, 0.13], [-0.06, -0.01, 0.01], [-0.31, 0.43, -0.37], [0.02, -0.02, -0.08], [-0.01, -0.21, 0.50], [0.03, -0.09, -0.01], [0.00, -0.01, 0.02], [-0.03, 0.02, 0.04], [-0.04, -0.13, 0.18], [-0.03, 0.03, -0.04], [-0.01, -0.08, 0.04], [0.12, -0.15, -0.05], [-0.16, 0.09, -0.14], [0.33, -0.20, 0.10], [-0.05, -0.04, -0.20], [0.56, 0.45, -0.35], [-0.44, -0.19, 0.20], [-0.02, -0.18, 0.03], [0.23, -0.05, 0.01], [-0.06, 0.15, 0.00], [0.06, -0.02, 0.06], [-0.33, 0.29, 0.15], [-0.10, -0.04, -0.11], [0.08, -0.02, 0.00], [-0.06, 0.05, -0.01], [0.07, -0.07, -0.04], [0.37, 0.12, 0.12], [-0.05, 0.00, -0.01], [0.01, 0.01, 0.05], [0.00, 0.01, -0.03], [0.03, 0.07, 0.04], [0.02, 0.00, -0.07], [0.00, -0.04, 0.04], [-0.15, 0.30, -0.05], [-0.01, 0.06, 0.07], [-0.05, -0.08, 0.06], [0.08, 0.04, -0.02], [0.00, 0.08, -0.01], [-0.08, 0.00, -0.02], [0.01, -0.01, -0.01], [-0.02, -0.05, 0.02], [0.02, 0.00, 0.00], [-0.05, -0.06, 0.00], [-0.03, 0.01, -0.09], [0.07, -0.01, 0.00], [0.06, -0.01, 0.02], [0.03, 0.00, 0.05], [-0.03, 0.02, 0.03], [-0.08, 0.01, -0.01], [-0.01, 0.02, 0.00], [-0.10, 0.22, -0.09], [0.36, 0.06, -0.04], [-1.47, -1.04, 0.27], [0.37, 0.53, 0.21], [0.15, -0.06, -0.16], [-0.01, -0.06, -0.07], [0.30, 0.22, -0.05], [-0.08, 0.03, -0.26], [-0.90, -0.48, -0.95], [-0.09, -0.07, 0.08], [0.38, 0.26, -0.36], [0.02, 0.04, 0.04], [0.04, -0.01, 0.05], [0.09, -0.03, -0.06], [-0.29, -0.37, 0.14], [0.13, -0.01, 0.18], [0.03, 0.20, -0.04], [0.31, 0.70, 0.22], [-0.01, -0.01, -0.01], [0.02, -0.01, -0.11], [0.06, -0.02, -0.03], [-0.04, -0.03, 0.00], [0.03, 0.01, 0.05], [-0.02, 0.01, 0.03], [0.01, -0.01, 0.03], [-0.06, 0.04, 0.06], [-0.05, -0.03, 0.03]]}

=====

{"formula": "C32H39AsLiN6Si2", "method": "ωB97M-V/def2-TZVPD", "de_lowest_kj_mol": 174.8, "charge": -1, "total_energy_ev": -119557.7579, "homo_energy_ev": -2.87, "symbols": ["Li", "N", "C", "N", "C", "N", "N", "C", "C", "C", "C", "C", "C", "N", "C", "C", "C", "C", "C", "C", "H", "H", "H", "H", "H", "H", "H", "H", "H", "H", "H", "C", "Si", "C", "C", "As", "Si", "C", "C", "C", "H", "H", "H", "H", "H", "H", "H", "H", "H", "H", "H", "H", "H", "H", "H", "H", "H", "H", "C", "C", "C", "C", "C", "C", "N", "C", "C", "C", "C", "C", "C", "H", "H", "H", "H", "H", "H", "H", "H", "H", "H"], "coordinates": [[12.14746, 11.93171, 8.97623], [8.42116, 9.92306, 8.00955], [9.63389, 10.52672, 7.79046], [9.93702, 11.53470, 8.48790], [9.26440, 11.90002, 9.65758], [9.91327, 12.50947, 10.65124], [11.23700, 12.66134, 10.38470], [11.94650, 13.00681, 11.44337], [13.28360, 13.11530, 11.44278], [14.00996, 13.41404, 12.59923], [15.30974, 13.29156, 12.57517], [15.92073, 12.71385, 11.38189], [15.22258, 12.58956, 10.21954], [13.88104, 12.97247, 10.09241], [7.87124, 11.49589, 9.73460], [6.92950, 12.02431, 10.56274], [5.62663, 11.54033, 10.61863], [5.26672, 10.48292, 9.76113], [6.19516, 9.97763, 8.89429], [7.50746, 10.42571, 8.90500], [8.18249, 9.07247, 7.60001], [10.25842, 10.13286, 6.97016], [11.36870, 13.14894, 12.39268], [13.41703, 13.61176, 13.53281], [16.04372, 13.44560, 13.43424], [16.92943, 12.32860, 11.33633], [15.62904, 12.03278, 9.36256], [7.37735, 12.83505, 11.09703], [4.94600, 11.94094, 11.37947], [4.23857, 10.11982, 9.71172], [5.84695, 9.17704, 8.16756], [11.91980, 16.53281, 11.26752], [12.00548, 16.02347, 9.48546], [12.33296, 17.63241, 8.57243], [10.35622, 15.51436, 8.74437], [13.52464, 14.34053, 8.66942], [15.46122, 15.64396, 8.88793], [15.54248, 17.13652, 7.71161], [15.42578, 16.26231, 10.61945], [17.01214, 14.58282, 8.42791], [10.90362, 17.06310, 11.33889], [12.58543, 17.34118, 11.60701], [11.98182, 15.77925, 12.05047], [11.37695, 18.24038, 8.69992], [12.47995, 17.35725, 7.53205], [13.13177, 18.30008, 8.88880], [9.58558, 16.21670, 9.23226], [10.06206, 14.55067, 9.05002], [10.28100, 15.67592, 7.68280], [15.79834, 16.72259, 6.71757], [16.25296, 17.98407, 7.96855], [14.56736, 17.59898, 7.65636], [16.24005, 16.99126, 10.86524], [15.39668, 15.48900, 11.41817], [14.46407, 16.72965, 10.72552], [16.64008, 13.88350, 7.67808], [17.38232, 13.99500, 9.21986], [17.81553, 15.22009, 8.00593], [12.52252, 8.17641, 12.12522], [11.49600, 8.80932, 11.42350], [11.74256, 9.40382, 10.18738], [13.02019, 9.58270, 9.67727], [14.11920, 8.98596, 10.44256], [13.80311, 8.29194, 11.58451], [13.11695, 10.24249, 8.51202], [14.13261, 10.44317, 7.62760], [13.82122, 11.41310, 6.61045], [14.76920, 11.76571, 5.72216], [15.97064, 11.11373, 5.60882], [16.27275, 10.13558, 6.52946], [15.41470, 9.86525, 7.59393], [12.46540, 7.67977, 13.09776], [10.49275, 8.78572, 11.82248], [10.91414, 9.86442, 9.63915], [15.17831, 9.15031, 10.12193], [14.59128, 7.80548, 12.13361], [12.84093, 11.85989, 6.76870], [14.66819, 12.69887, 5.12414], [16.69132, 11.37610, 4.83838], [17.23062, 9.64553, 6.52079], [15.79694, 9.20904, 8.34532]], "atomic_forces_ev_per_a": [[0.26, -0.51, -0.63], [0.73, 0.00, 0.06], [-1.26, 0.13, -0.01], [2.04, 0.69, -0.23], [0.97, 1.04, 1.30], [-1.05, -1.28, -1.93], [-0.88, 0.41, -0.19], [-1.68, -0.03, 2.10], [-0.49, 0.33, -2.36], [-1.96, 0.44, 1.62], [4.59, -0.53, 1.08], [-0.70, 0.16, -1.46], [0.54, -0.60, 0.37], [-0.23, 0.44, 1.56], [0.46, -1.24, -0.99], [-0.37, 0.35, 0.32], [0.03, -0.21, 0.34], [-0.63, 1.09, 0.85], [-0.33, -1.64, -1.30], [-0.57, 0.74, 0.00], [-0.14, -1.39, -0.93], [-0.27, 0.31, 0.50], [0.59, -0.03, -0.61], [0.69, 0.04, -0.98], [-1.48, -0.07, -0.95], [0.12, 0.02, 0.45], [0.01, 0.49, 0.22], [-0.64, 0.56, 0.92], [0.10, -0.15, -0.56], [0.31, 0.08, 0.20], [0.73, 1.00, 0.89], [-1.45, 1.20, 1.08], [0.40, -0.26, -0.49], [-1.10, 0.76, 0.26], [-0.89, 2.26, 1.61], [-0.17, 0.10, 0.08], [1.57, -0.25, -0.17], [0.43, 0.25, -0.15], [0.89, 0.04, 1.34], [-0.98, 1.30, -0.90], [0.99, -0.92, 0.04], [0.22, -0.31, -0.57], [-0.23, -0.23, -0.20], [0.96, -0.75, -0.42], [-0.17, 0.35, -0.33], [0.14, -0.25, 0.15], [0.88, -0.78, -0.70], [-0.29, -1.36, 0.05], [0.16, -0.14, -0.45], [-0.07, 0.41, 0.30], [-0.51, -1.28, -0.10], [-0.11, 0.08, -0.29], [-0.64, -0.47, -0.21], [0.28, 0.24, -0.69], [-0.36, 0.71, 0.09], [0.26, -0.04, -0.31], [0.45, -0.55, 1.07], [-0.41, -0.35, 0.14], [0.36, 0.45, -0.25], [0.23, -0.58, 0.04], [-1.23, 0.21, 1.01], [2.61, -1.46, 0.33], [-0.54, 0.94, -1.17], [0.41, -0.23, 0.39], [-0.63, 1.07, -0.94], [-0.55, -0.11, 0.47], [-0.23, -1.12, 1.92], [-0.21, 2.37, -1.65], [1.23, -0.62, -0.33], [-0.14, 0.21, 0.59], [0.21, -0.03, -0.69], [-0.55, 0.19, -0.40], [-0.23, 0.06, -0.06], [0.51, -0.41, 0.44], [-1.26, -0.33, 0.48], [0.42, -0.03, 0.14], [0.29, 0.27, -0.61], [-0.38, -0.86, 0.14], [-0.14, 0.08, 0.11], [0.29, -0.15, -0.13], [-0.23, -0.37, 0.30]]}

=====

{"formula": "C32H39BiN5O2S", "method": "ωB97M-V/def2-TZVPD", "charge": 3, "total_energy_ev": -62013.2583, "homo_energy_ev": -16.75, "symbols": ["Bi", "C", "O", "C", "N", "C", "C", "C", "C", "C", "C", "C", "C", "C", "C", "C", "C", "N", "C", "N", "C", "C", "O", "C", "C", "C", "C", "C", "C", "H", "H", "H", "H", "H", "H", "H", "H", "H", "H", "H", "H", "H", "H", "H", "H", "H", "H", "H", "C", "C", "C", "C", "N", "C", "S", "N", "C", "C", "C", "C", "H", "H", "H", "H", "H", "H", "H", "H", "H", "H", "H", "H", "H", "H", "H", "H", "H", "H", "H", "H"], "coordinates": [[-0.05186, 2.28357, -1.45812], [-4.38338, 3.24116, -0.18599], [-3.50840, 4.37446, 0.12400], [-2.29513, 3.99247, -0.10550], [-2.11376, 2.76702, -0.48438], [-3.39922, 2.04906, -0.30310], [-3.38480, 1.19942, 0.97530], [-4.58961, 0.85280, 1.58227], [-4.60261, 0.15148, 2.77936], [-3.41321, -0.23578, 3.37832], [-2.20970, 0.08617, 2.77122], [-2.19633, 0.80663, 1.58512], [-1.14090, 4.87751, 0.09336], [-1.16609, 6.18170, 0.56054], [0.05183, 6.82964, 0.74920], [1.24556, 6.15166, 0.51449], [1.17113, 4.84876, 0.04841], [0.00345, 4.24793, -0.16411], [2.29907, 3.94636, -0.21887], [2.08659, 2.72778, -0.60903], [3.38990, 2.01087, -0.58375], [4.37831, 3.19884, -0.44719], [3.52530, 4.32094, -0.06046], [3.48938, 1.03925, 0.59683], [4.74143, 0.70363, 1.10759], [4.85314, -0.11195, 2.22364], [3.71932, -0.63726, 2.82536], [2.47241, -0.34200, 2.29854], [2.35810, 0.49993, 1.20130], [-4.92012, 3.46917, -1.10550], [-5.08732, 3.14493, 0.63214], [-3.59629, 1.44172, -1.18714], [-5.53569, 1.10425, 1.11833], [-5.54865, -0.07488, 3.25253], [-3.42488, -0.77621, 4.31511], [-1.27437, -0.20846, 3.23119], [-1.24562, 1.07744, 1.15108], [-2.10635, 6.66999, 0.78072], [0.07040, 7.85610, 1.09181], [2.20411, 6.61951, 0.69681], [3.52637, 1.49173, -1.53339], [4.88050, 3.46587, -1.37530], [5.11389, 3.06630, 0.33782], [5.64651, 1.05708, 0.62893], [5.83313, -0.32473, 2.62926], [3.80979, -1.26471, 3.70169], [1.57912, -0.75416, 2.75231], [1.37247, 0.75088, 0.83358], [2.89209, -3.34988, -2.49536], [2.94707, -4.40681, -1.38990], [1.72316, -4.45763, -0.47126], [1.52594, -3.22405, 0.41879], [1.08074, -2.02847, -0.30395], [-0.16008, -1.75079, -0.63938], [-0.43395, -0.33226, -1.67560], [-1.16104, -2.54883, -0.34380], [-2.59202, -2.41017, -0.64316], [-3.18859, -3.73052, -1.13276], [-2.96042, -4.02782, -2.61652], [-1.50119, -4.27679, -2.99541], [3.63858, -3.56664, -3.25756], [3.11766, -2.34635, -2.12045], [1.91435, -3.33776, -2.98328], [3.85028, -4.27251, -0.78986], [3.02930, -5.38688, -1.86115], [1.83723, -5.30949, 0.20174], [0.82701, -4.63448, -1.07518], [2.46802, -2.96361, 0.90121], [0.80255, -3.44077, 1.20848], [1.80338, -1.49791, -0.76237], [-0.91082, -3.43513, 0.07929], [-2.71474, -1.63554, -1.39718], [-3.10608, -2.09331, 0.26445], [-4.26202, -3.68566, -0.94634], [-2.79428, -4.55577, -0.52947], [-3.36494, -3.21107, -3.22045], [-3.54081, -4.91683, -2.86659], [-0.89198, -3.37436, -2.88966], [-1.42971, -4.59515, -4.03429], [-1.07156, -5.07062, -2.37936]], "atomic_forces_ev_per_a": [[-0.11, -0.48, -0.47], [-0.15, -0.35, -0.24], [0.16, 0.36, 0.21], [-0.29, -0.48, -0.20], [0.30, -0.13, 0.11], [-0.25, -0.10, 0.36], [0.18, 0.15, -0.05], [0.01, -0.13, -0.15], [-0.06, 0.01, -0.02], [0.02, -0.01, 0.00], [0.08, -0.04, -0.01], [-0.18, 0.02, -0.05], [0.14, 0.32, 0.12], [-0.05, -0.04, -0.03], [0.00, -0.07, 0.01], [0.05, -0.01, -0.03], [-0.11, 0.31, 0.11], [0.02, 0.16, 0.13], [0.20, -0.51, -0.22], [-0.24, -0.17, 0.18], [0.27, -0.07, 0.28], [0.18, -0.31, -0.28], [-0.15, 0.36, 0.21], [-0.18, 0.13, -0.03], [-0.02, -0.09, -0.13], [0.10, 0.01, -0.04], [-0.02, 0.00, 0.00], [-0.09, -0.03, 0.04], [0.15, 0.14, -0.05], [0.14, 0.12, -0.03], [0.05, 0.05, 0.04], [-0.10, 0.02, 0.03], [-0.03, 0.06, 0.03], [0.00, -0.06, -0.03], [-0.01, 0.01, 0.00], [-0.02, 0.03, 0.02], [0.17, 0.02, -0.03], [-0.01, 0.00, -0.04], [0.01, -0.02, 0.04], [0.01, -0.01, -0.04], [0.07, 0.02, 0.01], [-0.12, 0.10, -0.01], [-0.06, 0.06, 0.05], [0.03, 0.05, 0.06], [0.00, -0.06, -0.03], [0.00, 0.00, -0.01], [0.01, 0.03, 0.03], [-0.14, -0.01, 0.00], [0.04, -0.11, 0.12], [-0.16, 0.05, -0.09], [0.16, 0.13, -0.04], [0.01, -0.40, -0.05], [0.17, -0.04, -0.02], [-0.10, 0.12, -0.01], [0.02, 0.33, -0.02], [0.16, 0.08, 0.08], [-0.34, -0.07, -0.02], [0.11, 0.10, -0.28], [0.15, -0.10, 0.09], [-0.16, 0.04, -0.02], [0.00, 0.05, -0.01], [-0.02, 0.05, -0.03], [0.00, 0.04, -0.02], [0.01, -0.05, 0.01], [0.05, -0.01, 0.04], [-0.10, -0.01, 0.01], [-0.02, -0.02, 0.05], [-0.05, 0.07, 0.05], [0.04, 0.12, 0.07], [-0.04, 0.17, 0.05], [0.02, 0.00, -0.01], [0.01, 0.03, 0.00], [0.10, 0.10, 0.09], [0.01, -0.02, 0.09], [-0.09, 0.00, 0.08], [-0.05, -0.01, 0.01], [-0.03, 0.04, -0.03], [0.05, -0.03, -0.02], [0.05, 0.01, 0.00], [0.04, 0.01, -0.01]]}